C21H20N2O2 | the ωB97M-V functional and the def2-TZVPD basis

Geometry as XYZ:
```
45
Properties=species:S:1:pos:R:3:mulliken_charge:R:1
C -0.11670 4.31312 -1.28270 -1.12
C 1.80177 -1.57106 -2.13615 0.46
O 1.86354 -2.49190 -2.95055 -0.69
H -1.35894 2.76767 5.45858 0.40
H -0.00444 1.73483 2.71553 0.13
C -1.60406 0.75038 4.73090 -0.41
C 0.22968 2.21176 -3.32047 -0.38
H 0.23584 -0.83106 3.39462 0.39
C 1.24484 -0.25769 -2.55284 0.21
C 3.34792 -2.09601 1.78602 -0.71
C -1.79204 -0.03830 3.40669 -0.76
H -0.47160 4.86647 -0.43783 0.34
H 3.71717 -2.20414 2.81617 0.36
C 0.40090 1.16292 0.79857 -0.57
C 0.58884 1.26116 -4.30545 -0.91
H -0.90691 0.21362 5.39431 0.26
H -1.62411 2.69687 3.69998 0.21
H 0.49745 1.46143 -5.39128 0.36
H -0.11363 3.14412 -3.66370 0.37
H 1.35109 -0.70057 -4.70091 0.42
C 0.90957 0.69386 -1.57421 0.35
H -2.22684 -1.00708 3.67487 0.38
C 3.55975 -3.09786 0.82882 -0.56
C 2.52372 -1.00612 1.52470 -0.29
C 3.06861 -2.89649 -0.43630 -0.63
H -0.58469 -1.01990 1.84172 0.39
N -0.00401 2.88928 -0.96354 0.11
C 0.38929 1.95880 -1.93100 -0.10
H 4.07238 -3.98829 1.11593 0.43
H -0.84170 4.51369 -2.10320 0.32
C -0.42800 -0.32173 2.68886 -0.76
C 1.10302 0.05045 -3.92799 -0.67
C -1.11208 2.19163 4.56388 -1.10
C -0.16358 2.42468 0.34586 0.82
N 0.23803 0.88031 2.17369 0.22
H -0.04990 2.21773 4.36008 0.44
H -2.48201 0.49603 2.73197 0.27
C 1.05626 0.34315 -0.13121 0.51
H 3.25095 -3.68520 -1.15105 0.42
C 1.95391 -0.80723 0.23736 0.35
H 0.82475 4.75256 -1.59236 0.36
H 2.39850 -0.31302 2.35253 0.46
O -0.64031 3.19524 1.21354 -0.78
H -2.54832 0.73952 5.26164 0.37
C 2.25905 -1.78466 -0.75108 0.35
```

Results
M: 332.40 g/mol
LUMO: -0.8 eV
energy: -29177.438 eV
strongest force on any atom: 3.7 eV/Å
ΔE to the lowest compared entry with this formula, charge and spin: 1.2 kcal per mole
orbital gap: 7.1613 eV
charge: 0

C10H37BrNO19S2 | the ωB97M-V functional and the def2-TZVPD basis

Geometry as XYZ:
```
70
Properties=species:S:1:pos:R:3:mulliken_charge:R:1
C 3.02972 -1.45404 0.34473 -0.38
H 4.14244 -4.40817 1.66352 0.26
H -2.03805 -0.43454 -3.99819 0.37
H 2.99332 -3.70605 2.36559 0.30
O 4.08075 -2.23045 3.24840 -0.54
O 5.53886 1.93670 -3.75267 -0.71
H 5.03950 -2.34961 3.20088 0.30
H 4.58576 1.82277 -3.62167 0.41
H 3.66996 -1.42288 1.28176 0.12
O 2.98018 3.01635 -0.79935 -0.67
H 6.25842 0.22883 -2.12913 0.28
O 6.14906 0.31964 -1.17206 -0.56
O -4.00035 -4.18018 4.45506 -0.62
H 0.96068 0.53748 0.06237 0.56
H -3.30081 -4.68937 4.88365 0.31
O 6.45874 1.12048 2.09348 -0.64
C -2.57153 1.19311 -0.76875 1.00
H 7.67734 -4.13667 2.59902 0.29
S -0.17524 3.88152 -0.50522 1.12
C -3.08042 0.02212 0.11370 -0.33
H -1.84636 1.98344 -2.87698 0.35
C -2.33351 -0.34028 -2.90294 -0.65
H -4.10357 -1.46261 2.60491 0.28
O -0.61430 -2.12465 1.28479 -0.70
O -4.25326 -4.54962 1.69503 -0.64
C -2.80387 -1.54719 -2.05887 -0.53
H -4.83093 5.00848 -0.71369 0.38
O 0.79604 4.60545 0.37793 -0.61
H 1.92560 -1.54680 0.64778 0.01
H -1.25789 -1.48920 0.94070 0.35
Br 1.07401 -0.60720 -2.35090 -0.09
O -8.06084 4.81763 -2.57941 -0.66
H -3.53765 -2.24002 0.07747 0.17
N 0.47026 3.09957 -1.86581 -0.36
S 1.92451 2.26534 -1.56677 1.18
H -5.39883 -1.78788 1.87046 0.26
H 6.77980 2.03018 2.10999 0.29
H -6.02588 0.26874 -0.97678 0.30
O 3.34832 -3.88900 1.48837 -0.60
O -3.40355 3.37194 0.06616 -0.52
O -4.45132 -1.66058 1.72424 -0.56
O 6.98939 -3.46909 2.70553 -0.63
H 6.95866 0.76046 -0.88429 0.29
H -3.33866 0.21925 1.20859 0.23
H -3.55992 -4.54683 2.36441 0.33
O -1.13643 4.93645 -1.04540 -0.69
H -7.96267 4.75106 -3.53637 0.31
O -5.91110 -0.42352 -1.63990 -0.57
O -5.19057 5.74662 -1.22588 -0.64
C 3.15558 -0.03675 -0.43823 -0.31
H 3.94358 -1.77207 4.08768 0.24
H -5.08511 6.50777 -0.64332 0.30
C -3.19567 -1.37421 -0.57388 0.06
H -6.50203 -0.16144 -2.35657 0.26
O 2.53562 1.98640 -2.94278 -0.74
H 5.86590 2.15778 -2.87276 0.31
H -4.42377 -3.61101 1.53372 0.35
H 3.80332 0.71413 0.11924 0.26
C -2.40889 2.62339 -0.03294 -0.24
C 1.68746 0.55337 -0.81483 -0.62
H -7.24883 5.25749 -2.29130 0.35
H -2.86150 -2.58677 -2.52464 0.34
H -4.81337 -4.61848 4.73450 0.31
H -0.28725 -2.57447 0.49529 0.32
H 6.13838 1.00205 1.18880 0.34
H 7.37871 -2.66987 2.32702 0.32
O -1.11255 2.89486 0.50781 -0.23
H 3.30187 -2.34072 -0.31682 0.26
H 3.69047 -0.28148 -1.43175 0.21
C -2.20571 1.08285 -2.26173 -0.27
```

Results
M: 619.43 g/mol
LUMO: 1.7 eV
energy: -143070.848 eV
strongest force on any atom: 7.2 eV/Å
orbital gap: 8.0812 eV
charge: -1

C5H15N2O | the ωB97M-V functional and the def2-TZVPD basis

Geometry as XYZ:
```
23
Properties=species:S:1:pos:R:3:mulliken_charge:R:1
C 1.08982 -0.06810 -0.05657 -1.16
H -1.93494 0.29494 -2.07683 0.39
H 0.69060 2.66051 0.98438 0.18
H -0.90736 0.85214 -0.09687 0.53
H -0.01340 -0.25233 2.38292 0.39
H -2.04835 -1.29049 -2.59393 0.35
C -1.17144 -1.24197 -0.44370 0.21
H 1.14601 -1.15053 0.02200 0.65
H -1.46922 0.65552 2.02611 0.35
H 1.71062 2.18396 -0.40791 0.27
H 1.43326 0.03733 -1.04921 0.44
C 1.69510 2.17800 0.72100 -0.74
H -0.17408 -2.52560 -1.66411 0.38
N 1.73359 0.68261 0.97760 -0.29
H 2.64735 0.33887 1.19349 0.26
C -0.42415 0.00984 0.24743 -0.33
H -0.48283 -0.52960 -2.36834 0.46
N -0.83950 -0.11886 1.76455 -0.19
H -1.30001 -1.08043 1.69295 0.38
H -2.10292 -1.47854 0.20284 0.35
H 2.48046 2.88904 1.05945 0.35
C -1.42600 -0.62539 -1.84599 -1.66
O -0.33263 -2.42092 -0.67125 -0.59
```

Results
M: 119.19 g/mol
LUMO: -3.3 eV
energy: -10447.168 eV
strongest force on any atom: 4.0 eV/Å
ΔE to the lowest compared entry with this formula, charge and spin: 78.2 kcal per mole
orbital gap: 9.8175 eV
charge: +1

C6H5IN2S | the ωB97M-V functional and the def2-TZVPD basis

Geometry as XYZ:
```
15
Properties=species:S:1:pos:R:3:mulliken_charge:R:1
S 1.42714 2.44745 -0.10037 -0.17
N 1.23475 -1.55606 0.10518 -0.47
H -2.12714 1.49776 -0.07337 0.22
C -0.04253 0.27911 -0.11351 0.71
H -2.10675 -1.45409 0.29562 0.34
C -0.01787 -1.13423 -0.04970 0.55
H -0.74945 3.51514 -0.16097 0.40
C -0.98071 1.38978 -0.02710 -0.73
C -1.16729 -1.97354 0.09896 -1.18
I 4.17241 -0.63539 -0.13412 0.19
C 1.23744 0.75492 -0.18969 0.10
H -1.12657 -2.64853 1.01195 0.29
C -0.33424 2.54482 0.03337 -0.30
H -1.49317 -2.56208 -0.87107 0.24
N 2.07398 -0.46505 0.17482 -0.22
```

Results
M: 264.09 g/mol
LUMO: -1.0 eV
energy: -28216.427 eV
strongest force on any atom: 4.5 eV/Å
ΔE to the lowest compared entry with this formula, charge and spin: 0.0 kcal per mole
orbital gap: 7.5048 eV
charge: 0

C21H18MoN4O7PS2Te | the ωB97M-V functional and the def2-TZVPD basis

Geometry as XYZ:
```
55
Properties=species:S:1:pos:R:3:mulliken_charge:R:1
O -0.27551 -0.97659 -4.63648 -0.26
H -1.98541 2.71219 -4.73521 0.29
H -4.32812 -0.68858 0.16176 0.48
C -0.56188 -5.38933 -0.25251 0.05
C 2.12349 0.97336 2.38059 0.54
N -0.57934 -6.23988 -1.02960 -0.46
H 0.98803 0.67098 -4.50285 0.21
H 4.21368 2.18753 4.76856 0.35
C -4.87739 2.59943 -0.52247 -0.33
C -0.84696 -4.71335 2.11105 0.01
Mo 0.22688 -0.02244 -0.13695 0.85
C 2.56995 1.45855 3.61675 -0.64
C 0.94643 -0.30256 -4.99547 -0.19
C 4.80534 1.68582 2.75825 -0.52
P -0.91136 -0.79970 -3.17786 0.05
C 4.38044 1.20217 1.53623 -0.66
N -5.99682 3.54331 -0.71348 1.02
C -0.53245 -4.37995 0.75710 0.14
C -4.14490 0.35574 -0.04885 -0.79
O -1.84834 -0.07353 -0.02033 -0.14
H 5.84203 1.96376 2.90001 0.35
H 2.06064 -2.13149 -5.11853 0.29
H 1.85735 1.55188 4.42763 0.39
H 5.08091 1.09449 0.71642 0.40
O -0.21400 1.86718 -0.61168 -0.48
C -2.78474 0.77415 -0.17561 0.29
H -3.70345 2.47822 -5.09565 0.40
H -1.04357 3.63895 -0.96359 0.36
C 3.89116 1.81234 3.80500 -0.50
C -5.15730 1.24649 -0.22253 -0.44
O -7.12205 3.10655 -0.56947 -0.64
N -1.10037 -4.98183 3.20350 -0.47
C -2.79100 0.83624 -4.06673 -0.38
H 3.05374 -0.66385 -5.05338 0.36
C -2.92439 2.31326 -4.34861 -1.07
C 2.15392 -1.14551 -4.66192 -1.04
S 0.43862 0.54571 2.18785 -0.30
S 2.55372 0.21964 -0.23356 -0.26
H 0.87222 -0.13891 -6.07062 0.38
C 3.04348 0.84257 1.33414 0.71
H -2.68853 0.26436 -4.98969 0.40
C -3.60554 3.05016 -0.65192 -0.46
N 0.11127 -1.98233 0.24949 -0.22
H -3.19256 2.87227 -3.44956 0.11
C -2.54352 2.14316 -0.48893 0.69
Te -2.40046 -2.56335 -2.84620 -0.35
H 2.26213 -1.26617 -3.58532 0.17
H -6.18915 0.93442 -0.14353 0.50
O 0.26112 -0.50435 -2.21324 -0.34
H -3.65172 0.44150 -3.52401 0.29
C -0.19158 -3.08697 0.45772 0.33
H -3.41917 4.08948 -0.89174 0.49
C -1.21923 2.58803 -0.70800 -0.34
O -5.72563 4.71780 -0.87325 -0.63
O -1.62330 0.65306 -3.24684 0.03
```

Results
M: 757.04 g/mol
LUMO (spin up / spin down): 0.6 / 0.7 eV
energy: -82474.064 eV
strongest force on any atom: 1.4 eV/Å
orbital gap (spin up / spin down): 5.6637 / 5.7861 eV
spin multiplicity: 3
charge: -1

C2H9NS | the ωB97M-V functional and the def2-TZVPD basis

Geometry as XYZ:
```
13
Properties=species:S:1:pos:R:3:mulliken_charge:R:1
H 0.53199 -0.45932 -0.57171 0.44
H 0.81340 1.97752 -1.60778 0.31
H 1.96059 0.02561 0.05292 0.91
H -2.16796 -0.65968 1.89435 0.39
N 0.09545 2.10557 -2.47797 -1.56
H -0.92463 -1.85447 2.56677 0.37
S 0.04008 0.26254 1.54973 0.63
H 1.46471 -1.38721 0.57949 0.92
C -1.18274 -1.08626 1.79778 -1.68
H -1.28467 -1.60245 0.88388 0.51
C 1.12233 -0.46395 0.37658 -3.29
H 0.32424 1.35832 -3.09146 0.58
H -0.79279 1.78379 -1.95257 0.47
```

Results
M: 79.17 g/mol
LUMO (spin up / spin down): 3.5 / 3.6 eV
energy: -14543.054 eV
strongest force on any atom: 4.4 eV/Å
ΔE to the lowest compared entry with this formula, charge and spin: 12.8 kcal per mole
orbital gap (spin up / spin down): 2.3929 / 8.5006 eV
spin multiplicity: 2
charge: -1

The lowest strongest force on any atom belongs to which entry?
C21H18MoN4O7PS2Te